A structure of composition C5H11NO in a non-equilibrium geometry, computed with wB97M-V/def2-TZVPD.

Properties
Total charge: 0
Multiplicity: 1
LUMO, eV: -2.38

Each line ends with the Löwdin charge.
Element x y z (Å)
H  0.85840  0.95205  0.81154  0.052
H  -1.74884  -1.96711  -0.23523  0.093
H  -2.03646  -0.29314  -0.12229  0.145
H  2.00249  1.83994  -1.16626  0.001
H  0.96983  0.14134  2.37868  0.083
C  0.29131  0.42052  1.58348  -0.024
H  1.02109  -1.28988  -0.87586  0.099
O  -0.96665  1.32370  -1.79616  -0.137
C  0.11001  1.82775  -1.46140  -0.634
H  1.11062  -2.46675  0.47461  0.115
H  0.13023  2.87840  -1.06497  0.101
H  -0.97516  -0.78598  -1.31412  0.084
C  -1.22318  -1.02624  -0.28922  -0.035
N  1.28134  1.23965  -1.59785  -0.013
C  0.61559  -1.58201  0.09645  0.202
H  -0.50707  1.10707  1.88135  0.094
C  -0.26251  -0.86197  0.95164  -0.359
H  -0.67103  -1.45735  1.74561  0.132

The ion C3H6NO3 with charge -1 in a non-equilibrium geometry, computed with wB97M-V/def2-TZVPD.

Properties
Total charge: -1
Multiplicity: 1
LUMO, eV: 4.27
SMILES: CCN(O)C(=O)[O-]

Each line ends with the Löwdin charge.
Element x y z (Å)
C  -2.41630  -0.43494  0.13410  -0.707
H  -1.57735  -1.79563  -1.34656  0.078
O  -2.83255  -0.56801  -0.99188  -0.015
C  0.25667  0.70369  -0.10728  -0.118
O  -2.76485  0.11659  1.14644  0.004
O  -0.63576  -1.94431  -0.96690  -0.165
H  -0.65096  1.25222  -0.27757  0.058
H  1.03663  1.38193  0.24713  0.064
C  0.07364  -0.48951  0.76143  -0.295
H  0.49964  0.39479  -1.12187  0.064
N  -0.98354  -1.43777  0.34311  -0.112
H  0.96078  -1.00872  0.71900  0.071
H  -0.15329  -0.14781  1.70380  0.075

An isolated molecule of C4H4BrF3 in a non-equilibrium geometry, computed with wB97M-V/def2-TZVPD.

Properties
Total charge: 0
Multiplicity: 1
LUMO, eV: 0.68
SMILES: FC(F)=C(F)CCBr

Each line ends with the Löwdin charge.
Element x y z (Å)
F  1.82243  1.86915  -1.76579  0.130
C  -0.37469  -1.32011  0.82006  -0.532
F  0.23556  0.43332  -2.49240  0.100
H  0.31636  -1.84190  0.15707  0.072
C  0.39246  0.85157  -0.14409  -0.227
H  -1.36085  0.58418  0.91302  0.120
H  -1.23987  -1.99065  0.96803  0.072
C  -0.77458  -0.00994  0.20947  -0.248
Br  0.49130  -0.94458  2.58856  0.616
F  1.03751  1.55848  0.83023  0.028
C  0.83321  1.03352  -1.43285  -0.249
H  -1.37883  -0.22304  -0.65132  0.116

The ion C10H24NSi with charge +1 in a non-equilibrium geometry, computed with wB97M-V/def2-TZVPD.

Properties
Total charge: +1
Multiplicity: 1
LUMO (spin up / spin down), eV: -3.07 / -4.18

Each line ends with the Löwdin charge.
Element x y z (Å)
C  0.25900  2.88291  -0.99101  -0.219
H  -1.82812  1.80510  0.40757  0.077
C  -1.97687  1.39180  -0.61189  0.056
C  -1.11044  2.21547  -1.49380  -0.261
H  -2.32240  -2.89532  0.47132  0.091
H  -0.43172  -3.52313  0.09903  0.084
C  1.35637  1.81305  -0.90469  -0.280
Si  1.14462  0.44220  0.29149  0.519
H  0.44899  2.04760  1.89816  0.009
H  -0.37040  -0.57891  -2.41319  0.080
H  0.95049  -2.99028  1.05007  0.096
H  -1.85642  2.98278  -1.75617  0.121
H  1.67339  1.40521  -1.96933  0.132
H  3.15875  -0.86482  -0.27824  0.075
H  3.52947  0.72449  0.56944  0.035
C  -2.08838  -1.90780  0.76288  -0.004
H  -0.53863  -3.41673  1.95106  0.145
H  -2.49122  -1.17697  0.09290  0.082
H  2.40824  2.25458  -0.63340  0.111
H  -1.90246  0.40967  -0.82829  -0.037
H  1.01055  0.85474  2.84235  0.044
H  0.10811  3.36956  0.01880  0.112
H  0.45335  3.72064  -1.66995  0.107
H  2.86258  -0.67935  1.50374  0.007
C  2.89528  -0.15465  0.58956  -0.159
C  -0.11097  -3.03583  0.97092  0.024
H  -0.89526  -2.19398  -1.90144  0.072
H  -0.94228  1.80434  -2.42501  0.068
C  0.00136  -0.87669  -0.32119  -0.232
H  -0.76308  0.78805  2.16200  0.070
N  -0.63749  -1.63488  0.83546  -0.196
C  -0.18417  -1.41625  -1.73435  -0.051
H  -0.56665  -0.94358  1.63714  0.124
H  0.84640  -1.85992  -1.97030  0.121
H  -2.45511  -1.75902  1.77411  0.122
C  0.36510  0.99592  1.97423  -0.146

A cluster of 2 separate species, C3H7ClN2O in total in a non-equilibrium geometry, computed with wB97M-V/def2-TZVPD.

Properties
Total charge: 0
Multiplicity: 1
LUMO (spin up / spin down), eV: 0.47 / 0.47

Each line ends with the Löwdin charge.
Element x y z (Å)
N  -1.21841  0.13456  0.45995  -0.411
H  -1.90662  -1.82053  -0.20143  0.019
C  -0.50564  1.92815  -0.94418  -0.083
N  -0.26956  0.94208  0.10064  -0.379
O  -0.57458  -3.36413  0.18517  -0.020
H  1.62760  1.34178  0.73160  0.059
H  -0.99357  1.28694  -1.69672  0.059
H  -1.80343  -2.38693  1.53698  0.081
H  0.45019  2.19461  -1.48241  0.115
C  -1.38872  -2.53807  0.50920  -0.202
H  0.91501  -0.24007  1.27462  0.082
H  -1.11256  2.75534  -0.52019  0.099
Cl  -2.74633  0.55016  -0.29929  0.556
C  0.86626  0.62582  0.64077  0.025

A cluster of 2 separate species, C3H8O3 in total, computed with wB97M-V/def2-TZVPD.

Properties
Total charge: 0
Multiplicity: 1
LUMO, eV: 0.65
SMILES: O=CCCO.O

Each line ends with the Löwdin charge.
Element x y z (Å)
H  0.44053  1.79901  -1.62229  0.114
C  0.22889  1.75618  -0.56562  -0.276
H  -0.96678  -0.06771  -0.74646  0.135
C  1.04486  -0.59326  -0.38950  -0.246
O  1.15066  -1.67308  0.12599  0.053
H  -0.57786  3.23268  0.43173  0.088
O  -0.83797  2.66414  -0.30250  -0.060
H  -0.36949  -2.68355  1.18051  -0.011
H  1.80851  -0.18565  -1.07710  0.128
H  -0.40401  0.25124  0.86519  0.126
H  1.13422  2.07049  -0.03483  0.126
H  -1.39864  -3.72907  0.78661  0.031
O  -1.12440  -3.17850  1.52689  -0.070
C  -0.12852  0.33710  -0.17862  -0.137

An isolated molecule of C9H8O3S in a non-equilibrium geometry, computed with wB97M-V/def2-TZVPD.

Properties
Total charge: 0
Multiplicity: 1
LUMO, eV: -0.59
SMILES: O=C1CS(=O)(=O)[C@@H]1c1ccccc1

Each line ends with the Löwdin charge.
Element x y z (Å)
S  -2.80498  -0.86689  0.04338  0.780
H  3.66944  -0.93915  0.59825  0.082
O  -2.36762  -1.58490  1.20605  -0.324
O  -1.70230  2.61840  -0.11754  0.102
H  -1.49845  0.30488  -2.01859  0.169
H  -3.04241  1.05004  1.54068  0.120
H  2.85484  -1.15325  -1.92943  0.137
C  0.55838  0.19160  0.78117  -0.051
C  -1.19618  0.35039  -0.90281  -0.042
H  -0.02412  0.52042  1.58302  0.109
C  1.79893  -0.13819  1.19102  -0.051
H  0.79709  -0.75922  -2.39216  0.087
C  2.30309  -0.87154  -0.98192  -0.096
C  1.03899  -0.63977  -1.41260  -0.030
C  2.70714  -0.73860  0.29936  -0.047
H  -4.00920  1.57108  0.04420  0.141
C  -1.97329  1.42934  -0.12876  -0.495
O  -3.81289  -1.41849  -0.86545  -0.356
C  0.19276  0.04387  -0.54012  -0.219
C  -3.21214  0.91401  0.46613  -0.135
H  1.94180  0.08592  2.24625  0.117

A cluster of 11 separate species, C40H65N7O12 in total in a non-equilibrium geometry, computed with wB97M-V/def2-TZVPD.

Properties
Total charge: -1
Multiplicity: 2
LUMO (spin up / spin down), eV: 2.05 / 2.04
<S²>: 0.75

Each line ends with the Löwdin spin population.
Element x y z (Å)
H  -6.66137  -11.45274  3.49927  0.000
C  -7.62901  -18.21184  0.48862  0.000
H  -10.03236  -20.68895  4.09347  0.000
C  -15.09674  -18.22144  -0.09369  0.023
O  -15.07420  -15.07762  2.46711  0.022
C  -15.70387  -16.40350  5.47116  0.008
C  -15.14978  -23.08914  3.95826  0.003
H  -7.35653  -13.15395  5.87154  0.000
C  -6.23747  -15.83409  6.73553  0.000
N  -9.80596  -11.36875  4.70440  0.001
H  -7.67958  -13.69847  4.23156  0.000
H  -14.82993  -19.86127  5.88127  0.000
H  -5.49867  -12.49334  4.18658  0.000
O  -15.27008  -14.78050  0.15734  0.029
H  -8.07857  -21.92140  4.73442  0.000
H  -7.04489  -16.81179  -0.90123  0.000
H  -9.37350  -17.52504  -1.46204  0.001
N  -7.83941  -22.44890  0.51197  0.000
C  -7.64532  -23.04629  2.99019  0.000
C  -9.53071  -21.16743  3.25233  0.001
H  -9.34897  -22.96511  4.34853  0.000
H  -5.89884  -17.66540  4.30871  0.000
O  -5.73921  -14.84793  7.24581  0.000
H  -17.29977  -17.31518  4.40453  0.025
C  -6.58333  -18.44685  1.52162  0.000
H  -14.55158  -18.37746  6.82417  0.000
C  -10.16366  -16.90524  6.63297  0.000
H  -5.12041  -18.23772  6.13239  0.000
C  -7.35015  -12.89526  0.63295  0.000
C  -14.11350  -22.01229  4.18459  0.002
H  -6.68398  -22.72166  3.38837  0.000
H  -15.50992  -19.75856  7.41860  0.001
H  -16.27088  -19.78453  -0.95093  0.005
N  -15.22595  -15.52961  5.98395  0.002
H  -17.75390  -12.88514  -0.04636  0.053
H  -12.56652  -14.84049  6.19578  0.001
O  -9.65417  -18.04019  6.59693  0.000
H  -7.00481  -10.29584  5.66206  0.000
O  -11.40754  -16.06419  2.71332  0.003
C  -7.59417  -12.81441  4.86341  0.000
H  -16.37533  -24.57254  4.65791  0.000
C  -15.91840  -13.84611  -0.70688  0.138
C  -15.30566  -23.87371  6.45878  0.001
C  -11.58610  -15.31511  6.15581  0.001
C  -8.63852  -22.28812  3.87414  0.000
C  -7.81768  -16.83488  -0.13288  0.000
N  -16.45104  -20.69753  2.15735  0.011
O  -9.10080  -15.87848  3.09529  0.000
H  -15.87441  -18.50071  -2.12781  0.012
C  -16.32568  -17.57391  4.81961  0.017
C  -15.61274  -18.32303  1.41718  0.033
H  -14.71752  -17.20897  -0.23224  0.006
H  -10.02183  -13.98476  6.08079  0.000
H  -15.15116  -22.88287  6.88593  0.000
C  -16.71441  -12.96476  0.27179  0.158
C  -10.41698  -13.31467  0.19307  0.009
O  -9.52834  -15.75864  6.77472  0.000
C  -6.42822  -11.97693  4.42607  0.000
H  -15.61244  -24.47319  7.31588  0.000
C  -6.15906  -17.94157  6.27938  0.000
C  -9.16321  -16.66091  -0.83184  0.003
H  -16.89858  -23.03858  5.22576  0.001
H  -16.46480  -11.90724  0.18549  0.016
H  -12.08224  -18.31214  4.38217  0.000
O  -11.43255  -16.68409  6.42946  0.000
O  -6.76752  -15.94398  5.44885  0.000
C  -9.80323  -12.84127  1.46406  0.003
H  -16.69201  -14.30597  -1.32183  0.066
C  -8.44804  -12.07905  1.28643  0.000
H  -13.22063  -16.72846  3.12570  0.001
C  -10.44433  -14.64937  6.83437  0.000
N  -10.86638  -13.77111  -0.78910  0.004
H  -10.51553  -12.24910  2.03858  0.004
H  -11.75387  -19.24510  2.87445  0.002
H  -15.21258  -13.22285  -1.25595  0.013
C  -8.83463  -12.01830  4.79532  0.000
C  -11.76101  -18.26043  3.34186  0.002
H  -7.57057  -13.95507  0.50522  0.000
C  -16.05164  -19.65988  1.82446  0.031
H  -14.29392  -24.26289  6.34468  0.000
H  -9.95682  -16.49021  -0.10442  0.001
H  -5.36400  -10.13280  5.26791  0.000
H  -11.47737  -15.25148  5.07312  0.000
H  -8.58955  -18.42026  0.95980  0.000
H  -7.52867  -24.08914  3.28509  0.000
H  -17.22629  -18.12941  6.55754  0.002
C  -15.28717  -19.13473  6.55297  0.001
C  -12.34396  -17.10161  2.59626  0.003
H  -6.78887  -18.77171  6.59922  0.000
C  -6.09106  -10.88393  5.57661  0.000
C  -15.99986  -23.63455  5.06693  0.002
H  -8.11411  -11.72191  2.26062  0.000
H  -7.59598  -16.07137  0.61277  0.000
H  -10.64557  -14.26923  7.83591  0.000
H  -6.37393  -12.71489  1.08303  0.000
H  -15.80269  -22.86954  3.11352  0.001
C  -15.57053  -14.53596  1.47552  0.063
O  -6.13842  -16.94006  7.25155  0.000
H  -14.63909  -23.93383  3.49588  0.001
H  -16.40450  -17.58148  1.52360  0.037
N  -5.76427  -18.67144  2.30508  0.000
H  -7.51458  -18.95306  -0.30233  0.000
H  -7.60063  -17.70966  4.87066  0.000
O  -10.35015  -17.84166  3.38531  0.001
H  -5.67019  -11.14279  6.54819  0.000
C  -16.17302  -18.70928  -1.10047  0.067
C  -16.54085  -18.60831  5.85831  0.006
H  -14.29907  -18.94382  -0.26685  0.004
H  -7.22861  -12.49958  -0.37539  0.000
H  -15.55205  -17.82982  4.09565  0.000
O  -16.36009  -13.53554  1.57696  0.050
H  -12.65116  -17.39203  1.59158  0.002
H  -17.14007  -18.32324  -0.77814  0.038
N  -13.32219  -21.18857  4.34980  0.001
C  -7.73587  -22.71989  1.58792  0.000
H  -8.63494  -11.16022  0.73062  0.000
H  -14.96172  -18.01296  2.23457  0.001
C  -6.60935  -17.29166  5.04599  0.000
C  -10.19658  -16.49024  3.07911  0.000
H  -9.63068  -13.75867  2.02682  0.000
H  -9.25765  -15.77673  -1.46224  0.000
H  -10.28809  -21.63564  2.62363  0.001
H  -9.00803  -20.36324  2.73446  0.000
H  -17.13963  -19.44321  5.49430  0.003

A cluster of 2 separate species, C12H17N in total in a non-equilibrium geometry, computed with wB97M-V/def2-TZVPD.

Properties
Total charge: 0
Multiplicity: 1
LUMO, eV: 0.90
SMILES: Cc1c[nH]c2ccccc12.CCC

Each line ends with the Löwdin charge.
Element x y z (Å)
H  -4.82577  -1.78282  2.30340  0.100
H  3.44758  1.53994  -0.71691  0.063
C  -0.20414  1.53094  0.83432  -0.074
H  -1.42375  -3.47929  0.32099  0.070
H  2.04497  0.01246  -3.46343  0.043
C  3.87072  -0.08903  -2.17926  -0.297
H  -3.63726  -3.86022  2.08674  0.112
H  -2.71321  2.76336  1.63972  0.102
H  5.11545  0.54445  -0.55410  0.080
H  3.34695  -0.95579  -1.62773  0.105
H  2.42107  1.47916  -2.60909  0.103
C  -2.61184  1.72827  1.49926  -0.009
C  -1.90309  -2.79494  0.94970  -0.094
C  -3.17179  -2.92422  1.65190  -0.065
C  -1.83456  -0.41515  1.19635  -0.115
H  -4.52680  0.99978  2.05225  0.090
H  3.21520  0.95966  -4.10875  0.011
N  -3.64137  0.83497  1.80607  0.081
H  4.64081  -0.63618  -2.85310  0.108
H  -0.38431  2.54089  0.48675  0.077
H  4.74627  1.89376  -1.84893  0.052
C  -1.17775  -1.62162  0.77282  -0.014
C  -3.16613  -0.49000  1.73750  -0.188
H  0.33388  1.01445  0.07512  0.064
C  -3.78523  -1.69981  2.00850  -0.052
H  -0.34785  -1.51322  0.19646  0.070
H  0.39088  1.76348  1.73018  0.096
C  -1.50567  0.97105  1.04433  -0.253
C  4.36536  1.11106  -1.20374  -0.121
C  2.92138  0.57463  -3.22732  -0.147

An isolated molecule of C4H3NO2 in a non-equilibrium geometry, computed with wB97M-V/def2-TZVPD.

Properties
Total charge: 0
Multiplicity: 1
LUMO, eV: -0.83

Each line ends with the Löwdin charge.
Element x y z (Å)
N  -0.14008  0.75914  1.46268  0.237
O  -2.04755  0.59799  -1.05469  0.018
H  -1.40600  -0.80503  -2.37079  0.117
H  1.83984  1.42049  0.69644  0.147
C  -0.16868  0.02997  0.49625  -0.188
C  -1.25268  -0.24449  -1.44172  -0.293
C  -0.10342  -0.63714  -0.64856  -0.028
O  2.00458  -0.23297  1.88452  0.128
C  1.41564  0.63721  1.32956  -0.256
H  0.61035  -1.42671  -0.84557  0.118

A cluster of 2 separate species, C12H20O in total in a non-equilibrium geometry, computed with wB97M-V/def2-TZVPD.

Properties
Total charge: 0
Multiplicity: 1
LUMO, eV: 0.77
SMILES: CCc1ccc(O)cc1.CC(C)C

Each line ends with the Löwdin charge.
Element x y z (Å)
H  -1.75519  0.59621  -0.72007  0.124
H  2.44220  1.07366  2.26541  0.134
H  -1.04562  -2.52186  -3.89415  0.050
H  -0.45840  1.43971  4.02384  0.117
H  1.81958  -2.97498  -3.45596  0.099
C  0.31244  1.43800  1.92090  -0.233
H  -0.90903  -0.81180  -3.58532  0.097
H  1.59741  4.03340  2.63542  0.096
C  0.34002  -1.89560  -2.19032  -0.426
C  -2.13015  0.78424  1.20176  -0.294
C  1.72954  -1.94561  -2.95824  -0.065
H  1.70098  -1.22325  -3.75892  0.054
H  -3.91538  -0.11436  1.43756  0.126
C  -0.84202  -1.84889  -3.13192  -0.137
H  2.97967  3.37719  1.63149  0.067
C  -0.04488  -3.11757  -1.21195  -0.065
H  -1.79770  -1.84593  -2.63381  0.059
H  1.58033  2.01313  3.56917  0.098
C  0.02878  1.47199  0.54550  -0.029
C  -1.23590  1.02484  0.15437  -0.013
H  0.65741  -3.30907  -0.43835  0.049
H  -1.05591  -2.81687  -0.96484  0.052
C  -1.92738  0.89717  2.63037  0.008
O  -3.40466  0.42498  0.77383  -0.016
H  1.58488  3.51608  0.96602  0.081
C  -0.62611  1.29476  2.94611  -0.052
H  0.84068  1.93992  -0.00177  0.104
H  2.47558  -1.73784  -2.21334  0.055
H  0.24703  -0.97409  -1.63000  0.093
H  -2.62421  0.78252  3.36731  0.074
H  -0.22269  -4.07657  -1.75044  0.081
C  1.97076  3.21722  1.98434  -0.153
C  1.68793  1.88929  2.48601  -0.233